Entry 1:
86
Properties=species:S:1:pos:R:3:forces:R:3:lowdin_spin:R:1 method="wB97M-V/def2-TZVPD" total_charge=-1 lumo_ev="1.727 / 1.713" spin_multiplicity=2 e_above_lowest_kcal_mol=57.0
Ir 0.105 -0.388 0.914 -3.40 1.68 1.56 0.948
Cl 1.971 -3.943 0.490 0.62 -0.21 -0.71 0.001
S 2.055 1.505 0.870 0.12 -0.15 1.05 0.043
Si -0.751 0.094 -1.863 -0.16 -0.52 0.43 0.000
O 1.021 -3.096 -0.183 -0.71 0.42 -0.25 0.012
O 2.207 -3.430 1.796 0.15 0.36 1.19 0.000
O 3.193 -3.950 -0.250 0.69 0.03 -0.37 0.000
O 1.453 -5.265 0.552 -0.53 -1.07 0.24 0.000
N -0.492 -2.229 2.234 1.17 0.63 0.11 0.012
N 2.095 0.001 -1.624 0.31 0.38 0.17 0.000
N 2.893 2.866 3.032 -0.54 -0.47 0.17 0.006
N 0.922 -0.140 3.077 -0.21 -2.40 -0.31 0.022
N 1.613 0.958 3.438 0.16 0.49 1.50 0.006
C 1.166 -1.038 5.382 -0.08 0.09 -0.19 -0.004
C -1.165 1.954 0.882 2.05 -1.83 -0.30 0.004
C -0.843 2.764 -2.812 0.14 0.09 -0.10 0.000
C 4.063 1.337 -2.365 -0.08 -0.06 -0.09 0.000
C -4.524 1.824 3.469 -0.14 -0.05 -0.07 0.001
C -2.148 1.865 3.147 0.10 0.10 -0.55 0.000
C 0.973 -0.727 -2.170 -0.69 0.22 -0.07 0.003
C 4.191 -1.175 -2.118 -0.06 -0.02 0.27 0.000
C -1.847 4.601 -1.674 -0.04 0.08 0.08 0.000
C -2.339 -1.911 -5.168 -0.06 -0.20 -0.11 0.000
C -0.873 1.982 -1.661 0.07 -0.60 0.09 0.001
C 0.737 -1.139 3.943 1.11 3.10 -0.43 -0.031
C 2.164 1.785 2.533 0.30 0.38 -2.02 0.019
C -1.319 4.060 -2.833 0.02 0.06 -0.17 0.000
C 0.202 -3.553 4.123 0.14 1.02 -0.10 -0.006
C -3.234 1.829 3.987 -0.19 -0.01 0.15 0.000
C -2.723 0.555 -3.993 0.02 0.03 0.03 0.000
C 3.162 -0.802 -1.054 0.24 -0.35 -0.28 0.001
C -1.587 -1.534 -4.070 0.06 0.06 0.06 0.000
C -3.285 -1.046 -5.693 -0.07 0.01 -0.07 0.000
C -4.702 1.845 2.090 -0.24 0.00 0.40 0.000
C 2.582 1.012 -2.546 -0.01 0.32 -0.06 0.000
C -0.942 -4.575 2.298 0.36 0.09 0.63 -0.008
C -1.804 3.872 -0.502 -0.05 0.05 -0.04 0.000
C -0.318 -4.680 3.544 -0.50 -0.23 -0.63 -0.004
C -1.623 -0.711 -0.417 2.19 0.28 -0.33 -0.025
C -3.473 0.191 -5.099 -0.18 0.03 -0.10 0.000
C -3.619 1.872 1.243 0.64 0.07 -0.07 0.000
C 4.955 0.091 -2.515 -0.09 -0.05 -0.04 0.000
C -1.294 2.571 -0.463 0.02 0.13 -0.06 0.003
C -0.990 -3.331 1.700 -0.52 -0.36 -0.20 -0.002
C 0.129 -2.315 3.443 -1.27 -1.72 -0.98 -0.003
C -2.298 1.896 1.740 -1.10 -0.23 0.82 0.001
C -1.753 -0.291 -3.461 0.26 0.26 0.24 -0.001
H -1.748 -1.779 -0.560 -0.02 -0.28 -0.12 -0.002
H 0.914 -1.695 -1.677 -0.06 -0.02 -0.09 0.001
H -2.288 5.588 -1.684 0.02 0.15 0.03 0.000
H -0.237 -5.642 4.031 0.07 0.01 0.02 0.000
H 0.967 -0.034 5.767 0.01 -0.09 0.10 0.000
H 0.746 -3.624 5.053 -0.05 0.02 0.07 0.000
H -5.379 1.800 4.128 -0.09 0.00 0.08 0.000
H -3.083 1.812 5.060 0.00 0.00 0.03 0.000
H 3.655 -1.591 -2.973 0.00 -0.09 -0.09 0.000
H -0.267 2.303 1.381 -0.14 0.26 0.04 0.000
H -2.581 -0.267 -0.170 0.06 0.22 0.43 0.000
H -5.702 1.850 1.677 -0.07 -0.04 -0.02 0.000
H 2.426 0.677 -3.588 -0.02 0.04 -0.04 0.000
H -2.179 4.304 0.416 -0.03 0.07 0.07 0.000
H 5.824 0.197 -1.862 0.12 0.04 -0.07 0.000
H -2.194 -2.887 -5.612 0.03 -0.06 -0.05 0.000
H -1.145 1.884 3.551 0.13 -0.05 0.05 0.000
H -2.886 1.523 -3.539 -0.08 0.05 -0.01 0.000
H -0.856 -2.222 -3.670 0.12 -0.16 0.03 0.000
H -0.461 2.324 -3.722 -0.03 -0.03 -0.20 0.000
H 2.742 -1.689 -0.591 0.03 0.24 -0.05 0.000
H -1.313 -5.443 1.777 -0.06 0.00 -0.02 0.000
H 3.658 -0.217 -0.274 0.04 -0.12 0.13 0.000
H 3.169 3.490 2.286 -0.05 -0.12 0.03 0.001
H 4.339 2.082 -3.117 -0.02 0.08 0.11 0.000
H 0.590 -1.736 5.984 0.03 0.06 0.09 0.000
H -3.877 -1.336 -6.552 0.01 -0.01 -0.02 0.000
H 1.992 1.924 -2.397 -0.03 0.03 -0.25 0.000
H -4.213 0.872 -5.499 -0.05 0.05 -0.01 0.000
H -1.448 -3.221 0.730 0.02 0.06 -0.05 0.000
H 2.228 -1.262 5.515 -0.02 0.03 -0.06 -0.002
H 5.316 0.008 -3.543 0.08 0.03 0.00 0.000
H 1.109 -0.917 -3.246 0.02 -0.07 -0.17 0.000
H 2.479 3.365 3.811 0.01 -0.11 -0.01 0.003
H 4.856 -1.951 -1.739 0.05 -0.03 -0.07 0.000
H -3.769 1.901 0.174 -0.03 -0.01 -0.11 0.000
H 1.819 1.129 4.421 -0.04 -0.18 -0.29 0.001
H -1.317 4.628 -3.753 0.03 0.06 -0.08 0.000
H 4.207 1.793 -1.386 0.01 0.03 0.06 0.000

Entry 2:
11
Properties=species:S:1:pos:R:3:forces:R:3:mulliken_charge:R:1 method="wB97M-V/def2-TZVPD" total_charge=0 lumo_ev=0.555 e_above_lowest_kcal_mol=47.7
O 2.432 -1.317 -0.246 -1.09 0.62 0.23 -0.476
N -1.301 0.470 -0.132 0.31 -1.21 0.53 -0.285
N -0.015 -1.683 0.201 0.18 1.54 -0.62 -0.508
C -1.157 -1.188 0.109 0.70 2.84 -0.44 0.106
C 1.106 0.690 0.007 -0.16 -0.01 0.07 -0.576
C 1.436 -0.692 -0.074 -1.36 -1.50 0.28 0.469
C -0.175 1.187 -0.002 0.57 -0.38 0.05 0.031
H -0.257 2.277 0.119 -0.25 -0.49 -0.23 0.316
H -2.184 -1.606 0.135 0.93 0.10 0.08 0.347
H 1.930 1.392 0.079 -0.07 -0.18 -0.03 0.327
H -2.132 1.081 -0.099 0.26 -1.33 0.08 0.248

Entry 3:
14
Properties=species:S:1:pos:R:3:forces:R:3:mulliken_charge:R:1 method="wB97M-V/def2-TZVPD" total_charge=+1 lumo_ev="-6.487 / -6.488" e_above_lowest_kcal_mol=111.4
O 1.309 -1.138 -0.567 -0.02 -0.72 -0.23 -0.437
N 0.921 -0.151 -0.014 1.12 1.42 0.53 0.552
C 1.895 0.808 0.583 2.61 1.37 2.28 -0.852
C -1.308 -0.254 -1.038 0.25 -2.22 -0.06 -0.470
C -1.856 -0.945 0.171 3.63 -1.69 -1.08 -0.349
C -0.352 0.293 0.028 -2.86 0.89 0.69 -0.149
H -2.766 -0.770 0.746 0.42 0.84 -0.21 0.331
H 1.591 1.855 0.496 -0.63 -0.38 -0.44 0.344
H -1.319 -1.939 0.437 -0.94 1.87 -0.36 0.264
H 2.973 0.850 0.169 -2.00 -1.14 0.27 0.331
H -0.467 1.248 0.574 -0.19 -0.91 -0.60 0.434
H 1.984 0.719 1.746 -0.33 -0.60 -2.13 0.352
H -0.579 -0.874 -1.685 -1.61 0.53 0.88 0.281
H -2.026 0.297 -1.645 0.56 0.74 0.44 0.366

Entry 4:
17
Properties=species:S:1:pos:R:3:forces:R:3:mulliken_charge:R:1 method="wB97M-V/def2-TZVPD" total_charge=0 lumo_ev=0.914 e_above_lowest_kcal_mol=38.6
S -3.798 -2.282 -0.536 -0.46 -0.77 -0.06 -0.233
N 4.270 1.206 2.784 -0.88 -0.64 0.21 -0.570
C -2.635 -0.132 -1.914 -2.00 1.53 -1.02 -0.919
C 3.353 0.916 1.726 1.72 0.63 -0.73 0.048
C 3.523 -0.017 0.786 -0.40 0.22 -0.06 -0.712
C -3.802 -0.553 -1.013 0.47 0.44 -0.17 -0.482
H 3.084 0.152 -0.190 -0.68 -0.48 0.28 0.207
H 4.701 2.091 2.561 -0.01 0.18 0.24 0.247
H -1.660 -0.369 -1.513 0.14 0.05 -0.20 0.319
H 5.001 0.512 2.835 0.06 -0.08 -0.02 0.238
H -4.757 -2.750 -1.379 0.44 0.29 0.26 0.116
H -3.711 0.034 -0.098 -0.06 -0.20 0.18 0.259
H 2.664 1.737 1.565 -0.12 -0.07 -0.07 0.304
H -2.804 -0.338 -2.978 0.45 -1.33 0.27 0.304
H 4.177 -0.876 0.870 0.31 0.25 0.13 0.238
H -4.768 -0.274 -1.430 0.09 -0.12 -0.14 0.349
H -2.839 0.946 -2.076 0.93 0.10 0.88 0.287

Entry 5:
81
Properties=species:S:1:pos:R:3:forces:R:3:mulliken_charge:R:1 method="wB97M-V/def2-TZVPD" total_charge=0 lumo_ev=-0.473 e_above_lowest_kcal_mol=9.8
Pt -0.247 -0.650 -0.192 0.07 0.25 0.66 0.116
S 0.195 -0.744 -3.693 0.11 -0.02 -0.16 -0.361
O 6.299 -2.498 -1.175 -0.04 0.02 0.02 -0.604
N -0.863 -0.867 2.715 -0.21 -0.01 -0.18 0.164
N 6.490 -2.298 1.070 -0.07 -0.03 0.01 -0.360
N 0.172 1.911 -3.510 -0.03 -0.15 -0.09 -0.049
N -1.787 0.645 -0.528 -0.20 0.14 0.05 0.513
N 2.212 0.917 -3.263 0.05 0.01 0.11 0.052
N 1.586 -1.542 0.080 0.36 0.17 -0.31 0.360
C -1.845 -4.212 1.602 -0.02 0.02 0.05 -1.045
C -0.378 -0.826 5.057 0.02 -0.05 -0.01 -0.948
C 2.127 -2.247 -0.928 -0.05 -0.01 0.27 -0.342
C -0.600 -0.209 3.838 0.08 0.05 -0.03 -0.200
C -3.472 -0.741 -1.574 0.00 -0.01 0.01 -1.144
C -0.945 -2.199 2.731 0.11 0.01 0.18 0.546
C -1.285 -2.932 1.474 -0.07 -0.05 -0.09 1.631
C 2.900 2.186 -3.198 0.06 0.03 -0.07 -1.083
C 0.207 1.819 -0.148 0.34 -0.14 -0.23 0.015
C -1.059 -2.424 0.180 0.11 -0.13 -0.09 -0.183
C 4.307 -2.055 0.026 0.01 -0.02 0.00 0.922
C 5.781 -2.316 -0.093 0.20 -0.02 -0.03 0.166
C 2.500 2.751 0.258 0.02 0.01 0.01 -1.998
C -1.294 -3.273 -0.909 0.01 0.01 -0.02 -0.030
C -1.809 -4.550 -0.760 -0.01 0.00 0.06 -0.659
C 0.377 4.074 0.607 0.00 -0.03 0.04 -1.264
C -3.236 0.372 -0.550 0.02 0.00 -0.03 1.024
C 3.482 -2.514 -0.988 -0.10 -0.02 -0.04 -0.817
C -4.106 1.551 -1.028 0.04 0.00 0.02 -1.779
C -1.219 1.816 -0.125 0.12 -0.06 0.01 1.062
C -3.714 -0.071 0.836 0.00 -0.02 0.03 -1.411
C -0.694 -2.902 3.918 0.02 -0.03 0.00 -1.097
C -0.417 -2.212 5.082 0.01 0.02 0.02 -0.595
C 1.001 2.887 0.221 -0.17 -0.01 0.25 0.560
C -1.011 4.121 0.672 -0.04 0.03 -0.01 0.474
C -1.704 5.380 1.127 0.01 0.01 0.00 -1.664
C -1.274 1.936 -3.633 -0.01 0.04 -0.03 -0.709
C 3.743 -1.348 1.078 -0.02 0.02 0.06 -0.907
C 0.884 0.772 -3.491 -0.20 0.11 0.13 0.226
C -1.792 3.018 0.339 -0.02 -0.01 0.02 -0.759
C 2.384 -1.108 1.069 -0.29 -0.16 -0.06 -0.137
C -2.112 -5.016 0.511 0.01 0.00 -0.06 -1.137
H -0.168 -0.246 5.946 -0.01 0.01 -0.01 0.410
H 2.802 2.752 -4.130 -0.01 -0.01 -0.01 0.362
H -2.551 -5.994 0.655 0.00 0.00 0.00 0.364
H 1.445 -2.567 -1.702 -0.02 0.04 -0.04 0.517
H 3.899 -3.052 -1.827 0.02 -0.01 0.02 0.514
H -2.357 5.180 1.979 0.00 -0.01 0.00 0.339
H 4.341 -0.940 1.882 0.01 -0.01 0.00 0.412
H -1.707 1.185 -2.978 -0.02 -0.02 0.02 -0.084
H -0.225 -2.754 6.000 0.00 0.00 -0.01 0.419
H -2.101 -4.588 2.584 0.01 0.03 0.02 0.483
H -3.366 -0.355 -2.590 0.03 0.00 -0.01 0.360
H -0.694 -3.982 3.935 -0.01 -0.01 -0.05 0.441
H -0.985 6.143 1.426 0.00 0.00 0.00 0.359
H -2.765 -1.552 -1.452 -0.05 0.01 0.04 -0.107
H -2.856 3.118 0.464 -0.06 -0.06 -0.02 0.242
H 2.536 2.800 -2.371 -0.01 -0.01 -0.05 0.237
H 3.958 2.001 -3.027 -0.01 -0.02 0.01 0.322
H -2.326 5.795 0.332 0.00 0.00 0.00 0.317
H 0.818 0.989 -0.578 -0.29 0.00 -0.35 0.246
H -0.556 0.873 3.748 -0.02 0.01 0.00 0.444
H -4.384 2.239 -0.233 0.03 0.02 0.02 0.458
H -3.621 2.110 -1.829 0.02 0.01 0.01 0.193
H -4.483 -1.141 -1.463 0.00 0.02 -0.01 0.518
H 6.027 -2.429 1.952 -0.01 0.02 0.02 0.196
H -1.990 -5.165 -1.633 0.00 -0.01 0.01 0.456
H 7.458 -2.569 1.010 0.02 0.00 -0.02 0.251
H -3.260 -1.022 1.116 0.01 0.03 -0.01 0.068
H -1.089 -2.903 -1.908 0.01 0.00 0.00 0.351
H -4.801 -0.184 0.847 0.01 -0.01 0.01 0.517
H 2.735 0.062 -3.307 0.06 -0.03 -0.05 0.256
H -3.431 0.672 1.586 -0.02 -0.01 0.00 0.226
H -1.624 2.921 -3.326 0.03 0.00 -0.01 0.386
H 2.995 3.639 -0.139 0.00 0.00 0.00 0.437
H 1.886 -0.549 1.851 0.03 0.03 0.00 0.413
H 0.633 2.777 -3.294 0.01 0.00 0.04 0.267
H 2.837 1.883 -0.314 0.00 -0.01 0.03 0.289
H 2.845 2.625 1.287 -0.01 0.00 0.00 0.413
H 0.966 4.942 0.879 0.01 -0.01 -0.01 0.314
H -1.586 1.743 -4.660 0.01 -0.02 -0.01 0.352
H -5.038 1.142 -1.421 0.01 0.01 -0.02 0.490

Entry 6:
38
Properties=species:S:1:pos:R:3:forces:R:3:lowdin_spin:R:1 method="wB97M-V/def2-TZVPD" total_charge=0 lumo_ev="0.718 / 0.588" spin_multiplicity=3 e_above_lowest_kcal_mol=41.1
I 0.068 3.126 0.558 0.12 1.12 0.40 0.142
Ni 0.773 0.777 -0.548 -6.09 -3.49 3.58 1.199
P 0.581 -0.720 1.148 -0.29 -0.43 0.66 0.127
P -1.481 0.407 -0.403 -1.10 -0.53 0.11 0.096
C -2.394 0.783 -1.928 -0.28 0.06 -0.10 0.014
C -2.615 1.083 0.875 -0.20 0.40 -0.12 0.019
C -0.837 -1.917 0.940 0.39 0.02 0.09 0.010
C -1.829 -1.394 -0.098 -0.44 0.25 -0.50 0.011
C 0.247 0.023 2.774 0.14 -0.17 0.60 0.029
C 1.570 1.692 -1.963 3.80 1.59 -1.27 0.040
C 0.954 -1.034 -1.503 0.35 -0.35 -0.93 0.156
C 1.978 -1.839 1.468 0.19 -0.12 0.19 0.019
C 2.535 1.368 -0.597 3.08 1.83 -2.59 0.032
H 0.496 1.415 -1.988 -0.38 0.42 -0.90 0.015
H 3.379 0.767 -0.954 -0.23 0.07 0.09 0.001
H 0.180 1.114 2.681 -0.02 -0.27 0.02 0.002
H 2.062 1.186 -2.802 -0.29 0.05 0.20 0.002
H -0.683 -0.378 3.194 0.25 0.16 0.11 0.003
H 2.891 2.339 -0.251 -0.12 -0.24 0.03 0.004
H -2.450 0.632 1.860 0.08 0.08 -0.23 0.000
H -2.216 -0.005 -2.669 0.00 0.23 0.10 0.000
H -2.462 2.166 0.949 -0.18 -0.35 0.07 0.001
H -0.412 -2.887 0.649 -0.15 0.22 0.06 0.001
H -1.302 -2.042 1.929 0.12 0.01 -0.33 0.002
H -2.041 1.746 -2.315 -0.16 -0.17 0.01 0.001
H 2.024 -1.279 -1.466 -0.13 -0.14 -0.16 0.009
H -1.745 -1.915 -1.061 0.01 0.02 0.31 0.001
H -2.868 -1.488 0.249 0.27 -0.07 -0.15 0.003
H 2.124 0.848 0.299 0.96 0.18 0.49 0.015
H 1.624 -2.705 2.042 0.23 0.16 -0.05 0.005
H 0.720 -0.721 -2.530 0.05 -0.40 0.00 0.009
H 1.089 -0.236 3.428 -0.28 0.17 0.14 0.002
H 1.620 2.771 -2.110 -0.12 -0.18 0.07 0.004
H 0.374 -1.938 -1.291 0.22 0.10 -0.03 0.016
H -3.465 0.850 -1.699 0.20 -0.02 -0.29 0.003
H 2.728 -1.292 2.054 -0.06 -0.21 -0.13 0.000
H -3.645 0.878 0.549 0.19 -0.04 0.18 0.004
H 2.428 -2.180 0.529 -0.14 0.06 0.22 0.001